No. 1
The following is a quantum chemistry calculation of a cluster of 12 separate species, C5H33NO13 in total, from the Open Molecules 2025 dataset.

Output
LUMO: 0.101 eV
ΔE to the lowest compared entry with this formula, charge and spin: 102.5 kcal/mol
Structure (SMILES): O=CCCCNCO.O.O.O.O.O.O.O.O.O.O.O

```
52
C5H33NO13, DFT ωB97M-V/def2-TZVPD
C -0.338 -0.998 2.494
N 0.181 -0.415 1.218
C 1.510 -0.844 0.764
O 1.349 -1.927 -0.112
C -1.837 -0.859 2.522
C -2.442 0.272 3.487
C -2.016 1.600 2.959
O -1.816 1.894 1.791
H 0.033 -2.029 2.595
H 0.123 -0.596 3.461
H -0.130 0.542 0.977
H 2.212 -1.128 1.614
H 1.890 -0.047 0.084
H 1.148 -1.679 -1.027
H -2.142 -0.753 1.495
H -2.243 -1.839 2.892
H -2.155 0.118 4.569
H -3.562 0.191 3.490
H -1.953 2.400 3.691
H 2.188 -4.653 1.933
H 1.606 -3.776 0.913
O 1.406 -4.594 1.438
H -1.764 2.017 0.019
H -2.884 1.618 -0.795
O -2.012 1.974 -0.914
H -0.897 -2.012 0.224
H -1.515 -3.304 -0.244
O -1.527 -2.378 -0.386
H 0.408 2.671 -1.106
H 1.302 3.912 -1.700
O 0.726 3.571 -0.941
H 0.612 -0.328 -4.708
H -0.001 -0.699 -3.420
O 0.767 -0.276 -3.773
H -2.974 -1.334 -4.034
H -1.610 -1.473 -4.763
O -2.559 -1.315 -4.867
H -1.541 -0.151 -2.090
H -1.558 -1.472 -1.684
O -1.468 -1.069 -2.579
H 2.678 4.694 0.435
H 2.306 3.199 0.381
O 2.917 3.810 0.726
H 1.939 -1.631 -3.558
H 1.780 -2.902 -2.682
O 2.506 -2.391 -3.193
H 1.677 0.961 -2.824
H 2.519 1.705 -1.854
O 1.867 1.825 -2.506
H 1.167 3.826 3.229
H 2.447 3.003 2.907
O 1.679 3.067 3.448
```

Atomic partial charges in e from the natural (NBO) method, atoms 1 to 6: number 1, C, carries -0.246; number 2, N, carries -0.710; number 3, C, carries 0.091; number 4, O, carries -0.771; number 5, C, carries -0.421; number 6, C, carries -0.525

No. 2
The following is a quantum chemistry calculation of a cluster of 11 separate species, C5H34N2O10 in total, from the Open Molecules 2025 dataset.

Output
LUMO: -0.023 eV
ΔE to the lowest compared entry with this formula, charge and spin: 128.8 kcal/mol
Structure (SMILES): C[C@@H](N)CCCN.O.O.O.O.O.O.O.O.O.O

```
51
C5H34N2O10, DFT ωB97M-V/def2-TZVPD
C 1.453 0.303 -0.014
C 0.531 0.640 1.246
C -0.537 -0.416 1.531
C -1.324 -0.144 2.816
C -2.630 0.473 2.499
N -3.781 -0.141 3.092
N -0.156 1.988 0.999
H 2.286 -0.321 0.290
H 1.836 1.308 -0.322
H 0.646 -0.033 -0.633
H 1.216 0.624 2.112
H -0.163 -1.354 1.559
H -1.376 -0.623 0.895
H -1.550 -1.207 3.172
H -0.642 0.470 3.566
H -2.876 0.581 1.453
H -2.664 1.527 2.812
H -3.746 -0.124 4.191
H -3.917 -1.176 3.012
H -1.111 1.779 0.700
H -0.143 2.469 1.919
H 0.545 -3.755 1.182
H 1.640 -2.805 1.119
O 1.273 -3.451 1.801
H -1.936 -0.572 -2.029
H -1.104 0.401 -1.593
O -1.463 -0.529 -1.205
H -0.304 -3.301 -0.891
H -0.643 -1.888 -0.229
O -0.336 -2.730 -0.166
H -1.141 1.877 -3.064
H -2.280 2.599 -2.442
O -2.002 1.712 -2.732
H -0.148 -1.365 -5.037
H -0.209 -0.858 -3.659
O -0.046 -1.658 -4.141
H 3.802 1.777 -1.285
H 4.644 1.159 -2.259
O 3.794 1.099 -1.958
H 3.293 -1.125 -2.798
H 2.166 -1.973 -3.346
O 2.777 -1.271 -3.510
H -1.135 3.687 -0.566
H -0.137 3.210 -1.461
O -0.869 3.881 -1.521
H 1.491 -1.372 4.471
H 2.599 -0.553 4.894
O 1.687 -0.660 5.186
H 0.692 1.043 -3.831
H 1.473 0.181 -2.898
O 0.524 0.620 -2.925
```

Atomic partial charges in e from the natural (NBO) method, atoms 1 to 6: number 1, C, carries -0.637; number 2, C, carries -0.026; number 3, C, carries -0.482; number 4, C, carries -0.418; number 5, C, carries -0.245; number 6, N, carries -0.837

No. 3
The following is a quantum chemistry calculation of a cluster of 12 separate species, C5H34N2O12 in total, from the Open Molecules 2025 dataset.

Output
LUMO: 0.089 eV
ΔE to the lowest compared entry with this formula, charge and spin: 54.7 kcal/mol
Structure (SMILES): CC[C@@H](N)CNC=O.O.O.O.O.O.O.O.O.O.O.O

```
53
C5H34N2O12, DFT ωB97M-V/def2-TZVPD
C -0.227 -0.189 -2.364
N 0.798 -1.169 -2.658
C 2.082 -0.892 -2.262
O 2.489 0.253 -2.126
C -0.774 -0.276 -0.939
C -0.253 0.822 -0.009
C -0.491 0.692 1.498
N -2.306 -0.086 -0.994
H 0.026 0.845 -2.606
H -1.010 -0.268 -3.129
H 0.483 -2.125 -2.689
H 2.771 -1.694 -2.027
H -0.423 -1.245 -0.568
H -0.593 1.769 -0.393
H 0.811 0.824 -0.231
H -1.408 0.128 1.733
H -0.620 1.726 1.824
H 0.320 0.234 2.051
H -2.543 0.186 -0.047
H -2.582 -1.069 -1.038
H -4.154 -2.962 0.468
H -2.595 -3.077 0.591
O -3.379 -3.429 0.156
H -3.808 -0.397 1.359
H -4.179 -1.289 2.601
O -4.046 -1.307 1.647
H 2.216 2.641 0.763
H 2.871 2.266 2.052
O 2.984 2.145 1.099
H 4.495 0.718 0.802
H 3.960 -0.520 0.297
O 4.638 -0.234 0.927
H -1.958 3.111 -0.927
H -2.649 1.863 -1.220
O -2.818 2.711 -0.741
H 2.624 -2.841 3.363
H 1.697 -1.561 3.625
O 1.814 -2.380 3.145
H -4.155 1.853 0.386
H -3.562 1.833 1.834
O -4.117 1.345 1.216
H 0.085 -3.557 0.297
H -0.602 -4.390 1.547
O -0.502 -3.568 1.051
H 2.400 2.010 -1.754
H 3.104 2.936 -0.788
O 2.479 2.962 -1.513
H 1.762 -1.115 0.533
H 1.261 -2.492 1.140
O 1.707 -2.071 0.381
H 1.066 3.888 -0.830
H 0.498 5.085 -0.133
O 0.365 4.140 -0.195
```

Atomic partial charges in e from the natural (NBO) method, atoms 1 to 6: number 1, C, carries -0.262; number 2, N, carries -0.605; number 3, C, carries 0.550; number 4, O, carries -0.682; number 5, C, carries -0.061; number 6, C, carries -0.422